Molecular formula: C9H25IN3O8PS
Method: DFT, ωB97M-V/def2-TZVPD

Kohn-Sham gap = 8.515 eV
LUMO level = -0.61 eV
spin multiplicity = 1
energy = -58807.088 eV
structure (SMILES) = C[C@@H](I)C[C@@](C#N)([PH2]=S)[C@](C)(C#N)CON=O.O.O.O.O.O.O

```
48
C9H25IN3O8PS ωB97M-V/def2-TZVPD
H 0.732 1.979 2.993
H 1.265 -2.976 1.725
C 0.781 -2.878 0.673
H 2.343 1.177 -1.210
C -2.286 -0.598 -1.253
H 2.303 -1.466 -6.025
H 0.089 -0.719 2.530
H 3.096 -1.000 -4.809
H -0.757 0.461 -2.490
N 3.235 -0.262 1.176
S 3.390 -1.204 -2.404
H 2.937 3.569 2.760
H -2.727 0.616 0.578
H -1.249 -2.630 4.022
C -0.843 0.109 -1.386
O 2.958 -0.812 -5.749
H -0.107 3.630 -3.075
H -0.454 5.216 1.555
H 1.538 -3.370 -0.049
H -3.240 1.503 -0.950
H -0.754 3.004 -1.848
H -1.373 -1.122 1.473
N -0.178 -3.280 -2.459
H -0.744 1.062 -0.754
H -4.300 0.069 -0.285
C 0.155 -2.172 -2.086
O -0.518 -3.529 0.698
I -3.182 -1.121 -3.183
C -3.240 0.464 -0.454
O -0.620 4.720 0.743
C 2.162 -0.699 0.821
C 0.691 -1.260 0.408
H -0.619 1.722 3.651
N -0.926 -3.785 1.975
P 1.937 0.008 -1.955
H 1.936 3.501 1.613
C 0.423 -0.878 -1.140
C -0.337 -0.604 1.461
O -0.593 -1.976 4.299
O -0.224 2.783 -2.625
H -2.186 -1.538 -0.589
O -0.214 1.917 2.796
H 1.410 0.528 -3.207
O -2.120 -3.957 1.891
H -0.459 -2.162 5.237
O 1.992 3.636 2.569
H -0.627 3.797 1.030
H -0.495 0.527 1.309
```